No. 1
Formula: C4H8N2
Source: OMol25
Level of theory: the ωB97M-V functional and the def2-TZVPD basis

The LUMO energy is 0.8 eV. For the relative energy (zero: lowest compared OMol25 entry of this formula, charge and spin), the calculation gives 53.2 kcal per mole. As for the charge: 0. Its SMILES is CC[C@@H](N)C#N. The calculation puts the gap between HOMO and LUMO at 9.74 eV. The highest occupied orbital energy comes out at -8.887 eV. The total energy comes out at -7255.5696 eV.

Each line ends with the Mulliken charge.
Geometry (Å):
C: -1.8590 0.2463 0.1086  -1.05
C: -0.6117 -0.6347 -0.0557  -0.65
C: 1.0044 0.1120 0.3425  -0.05
N: 2.1693 -0.5656 -0.0863  -0.49
C: 0.9365 1.4824 -0.1215  0.35
N: 0.7857 2.5330 -0.5903  -0.47
H: -1.6820 1.2418 -0.3052  0.34
H: -2.1945 0.3660 1.1496  0.29
H: -2.7064 -0.1904 -0.4419  0.32
H: -0.7431 -1.5735 0.5302  0.35
H: -0.3940 -0.8859 -1.0758  0.35
H: 0.4235 -0.1754 1.1862  0.29
H: 2.3149 -0.6294 -1.0866  0.22
H: 2.5564 -1.3267 0.4463  0.21



No. 2
Formula: C3H4S
Source: OMol25
Level of theory: the ωB97M-V functional and the def2-TZVPD basis

The LUMO energy is 1.0 eV. For the relative energy (zero: lowest compared OMol25 entry of this formula, charge and spin), the calculation gives 34.9 kcal per mole. As for the charge: 0. The calculation puts the gap between HOMO and LUMO at 9.49 eV. The highest occupied orbital energy comes out at -8.496 eV. The total energy comes out at -14008.0639 eV.

Each line ends with the Mulliken charge.
Geometry (Å):
C: -0.1608 0.5810 0.2968  -0.54
C: 0.8432 -0.5092 0.3554  -0.30
C: -0.5226 -0.8709 0.2666  -0.16
S: 0.1199 -1.0589 2.0102  -0.26
H: -0.4953 1.1964 1.1914  0.19
H: -0.3434 1.1742 -0.6683  0.21
H: 1.7500 -0.7281 -0.0844  0.47
H: -1.1629 -1.6164 -0.2929  0.38



No. 3
Formula: C3H4N2
Source: OMol25
Level of theory: the ωB97M-V functional and the def2-TZVPD basis

The LUMO energy is -0.2 eV. For the relative energy (zero: lowest compared OMol25 entry of this formula, charge and spin), the calculation gives 69.4 kcal per mole. As for the charge: 0. The calculation puts the gap between HOMO and LUMO at 9.01 eV. The highest occupied orbital energy comes out at -9.221 eV. The total energy comes out at -6152.8894 eV.

Each line ends with the Mulliken charge.
Geometry (Å):
N: -3.0056 -0.2573 0.5262  -0.39
C: -2.0537 -0.6065 -0.0487  0.35
C: -0.8297 -0.3958 -0.7532  -0.30
C: 1.2217 0.4926 -0.1402  -0.71
N: 0.2319 -0.5691 0.0046  -0.11
H: 0.8940 1.0459 -1.0191  0.36
H: 2.2574 0.1745 -0.2297  0.26
H: 1.0867 1.1325 0.7378  0.27
H: 0.1972 -1.0169 0.9223  0.27



No. 4
Formula: C4H5NO
Source: OMol25
Level of theory: the ωB97M-V functional and the def2-TZVPD basis

The LUMO energy is 0.8 eV. For the relative energy (zero: lowest compared OMol25 entry of this formula, charge and spin), the calculation gives 26.5 kcal per mole. As for the charge: 0. Its SMILES is CC#CC(N)=O. The calculation puts the gap between HOMO and LUMO at 10.76 eV. The highest occupied orbital energy comes out at -9.913 eV. The total energy comes out at -7765.3781 eV.

Each line ends with the Mulliken charge.
Geometry (Å):
C: -2.4119 0.0947 0.3283  -1.25
C: -0.9635 -0.0813 0.2419  1.47
C: 0.2265 -0.2687 0.1766  -0.45
C: 1.6417 -0.6439 0.1316  -0.14
N: 2.4847 0.3537 -0.2523  -0.36
O: 2.0209 -1.7666 0.4083  -0.58
H: -2.9102 -0.5057 -0.4396  0.29
H: -2.7029 1.1401 0.1893  0.30
H: -2.7761 -0.2394 1.3049  0.29
H: 3.4726 0.1518 -0.2698  0.22
H: 2.1633 1.2915 -0.4247  0.22



No. 5
Formula: C16H12FN3OS
Source: OMol25
Level of theory: the ωB97M-V functional and the def2-TZVPD basis

The LUMO energy is -0.6 eV. For the relative energy (zero: lowest compared OMol25 entry of this formula, charge and spin), the calculation gives 278.8 kcal per mole. As for the charge: 0. The calculation puts the gap between HOMO and LUMO at 7.39 eV. The highest occupied orbital energy comes out at -8.025 eV. The total energy comes out at -36846.0501 eV.

Each line ends with the Mulliken charge.
Geometry (Å):
O: 1.3628 0.7787 1.7210  -0.64
C: 1.3716 1.4321 0.6600  0.34
N: 0.3127 1.8455 -0.0939  0.05
H: 0.4511 2.3475 -0.9885  0.27
N: -1.0121 1.7757 0.2552  -0.51
C: -1.2230 0.3909 0.0680  0.53
N: -2.1726 -0.2058 0.6957  -0.47
C: -2.4824 -1.4791 -0.1866  0.17
C: -1.5573 -1.7933 -1.1564  -0.41
S: -0.4840 -0.5533 -1.2786  -0.16
H: -1.3896 -2.8471 -1.7507  0.20
C: -3.4828 -2.3231 0.2583  0.75
C: -3.8600 -3.4937 0.0073  0.06
C: -4.7688 -4.5031 0.4738  -0.88
C: -5.7625 -3.7797 1.2413  -0.35
C: -5.4795 -2.5113 1.8594  -0.50
C: -4.5822 -1.6877 1.4089  -0.59
H: -4.3377 -0.7197 1.6756  0.51
H: -6.3558 -2.1940 2.3252  0.37
H: -6.4691 -4.4950 1.7833  0.29
H: -4.9017 -5.3793 0.0903  0.53
H: -2.8228 -4.1943 -0.5777  -0.12
H: -1.0629 1.7603 1.2334  0.33
C: 2.9566 1.8222 0.1850  0.52
C: 3.0079 3.0503 -0.9016  -0.72
C: 4.2058 3.3555 -1.1174  -0.25
C: 5.2294 2.6547 -0.8408  0.35
C: 5.1623 1.1859 -0.3540  -0.70
C: 3.9838 1.0465 0.3560  -0.07
H: 3.7022 0.0899 0.8809  0.34
H: 5.9945 0.5769 -0.2210  0.45
F: 6.4984 2.9024 -1.5253  -0.32
H: 4.4464 4.2856 -1.6251  0.35
H: 2.1756 3.9199 -0.6816  0.26



No. 6
Formula: C6H9Cl
Source: OMol25
Level of theory: the ωB97M-V functional and the def2-TZVPD basis

The LUMO energy is 1.0 eV. For the relative energy (zero: lowest compared OMol25 entry of this formula, charge and spin), the calculation gives 13.7 kcal per mole. As for the charge: 0. Its SMILES is C=CC1(Cl)CCC1. The calculation puts the gap between HOMO and LUMO at 10.92 eV. The highest occupied orbital energy comes out at -9.881 eV. The total energy comes out at -18888.8220 eV.

Each line ends with the Mulliken charge.
Geometry (Å):
C: -0.4296 1.6608 1.4136  -0.82
C: -0.9289 0.4292 1.3313  -0.37
C: -0.5811 -0.4689 0.1977  1.30
Cl: -1.7462 -1.8585 0.1150  -0.26
C: 0.8935 -0.9954 0.1502  -1.05
C: 0.9882 -0.4801 -1.3440  -0.08
C: -0.3910 0.1337 -1.2370  -1.18
H: 0.1812 2.0495 0.5770  0.17
H: -0.5881 2.3725 2.2007  0.30
H: -1.4451 0.0051 2.1963  0.27
H: 1.0616 -2.0442 0.3098  0.34
H: 1.5340 -0.4356 0.8345  0.29
H: 1.9174 0.2005 -1.4840  0.25
H: 1.0391 -1.4337 -1.9825  0.23
H: -1.0508 -0.3434 -1.9529  0.31
H: -0.4543 1.2086 -1.3257  0.29



No. 7
Formula: Ca2F2H2O4PRb
Source: OMol25
Level of theory: the ωB97M-V functional and the def2-TZVPD basis

The LUMO energy is -7.4 eV. For the relative energy (zero: lowest compared OMol25 entry of this formula, charge and spin), the calculation gives 1.1 kcal per mole. As for the charge: +2. The calculation puts the gap between HOMO and LUMO at 9.65 eV. The highest occupied orbital energy comes out at -17.075 eV. The total energy comes out at -60474.8263 eV.

Each line ends with the Mulliken charge.
Geometry (Å):
Rb: -3.3097 -11.4772 -31.0229  0.97
Ca: -3.3888 -15.2264 -27.5320  1.61
Ca: -3.5642 -11.7656 -27.2334  1.60
O: -4.5500 -13.6824 -26.3209  -0.90
H: -5.3815 -13.4765 -25.8511  0.20
O: -2.4236 -13.2702 -28.3956  -0.75
H: -1.9165 -13.2937 -29.2304  0.08
O: -5.0945 -12.1986 -28.7833  -0.71
P: -5.5710 -13.5147 -29.4784  1.05
O: -5.0481 -14.7915 -29.0076  -0.70
F: -5.1850 -13.2494 -31.0116  -0.28
F: -7.1410 -13.3429 -29.5388  -0.17